Run a
# C6H8O2

A structure of composition C6H8O2 (the ωB97M-V functional and the def2-TZVPD basis, the Open Molecules 2025 dataset).

Geometry as ORCA input:
```
! RIJCOSX wB97M-V def2-TZVPD def2/J DEFGRID3
* xyz 0 1
C -1.7951 -0.3325 0.4075
C 0.0360 -1.0569 -0.2733
C 1.8519 -0.2682 0.2217
C 0.8904 0.9273 -0.0474
C -0.9330 0.8678 -0.2233
C 0.0655 0.2787 -0.9453
H -2.9524 -0.2303 0.3774
H -1.8064 -0.4328 1.4088
H 0.2024 -0.6450 0.7612
H 2.9860 -0.1805 0.0343
H 1.7945 -0.0960 1.4168
H 1.0979 2.0502 -0.0971
H -1.4205 1.7037 -0.3647
H -0.0241 0.4183 -1.9782
O -1.2986 -1.4475 -0.4301
O 1.3055 -1.5563 -0.2685
*
```

Results
HOMO level: -0.3082 Ha
LUMO level: 1.0 eV

Which charges does Löwdin predict for the atoms? In e, they are: C -0.076; C -0.430; C -0.128; C -0.067; C 0.013; C -0.361; H 0.153; H 0.071; H 0.120; H 0.154; H 0.158; H 0.152; H 0.074; H 0.156; O 0.001; O 0.009

Run b
# C6H8O2

An isolated molecule of C6H8O2 (the ωB97M-V functional and the def2-TZVPD basis, the Open Molecules 2025 dataset).

Geometry as ORCA input:
```
! RIJCOSX wB97M-V def2-TZVPD def2/J DEFGRID3
* xyz 0 1
C -0.7818 0.4130 -1.0187
C -0.8474 -1.0849 -1.0921
C 0.1155 -1.6699 -0.3216
C 1.1379 -0.6571 0.2662
C 0.4454 0.5575 -0.1117
C 0.8026 1.7195 0.5109
H -2.8268 0.7056 -0.6229
H -0.8935 1.0949 -2.0571
H -1.7605 -1.5345 -1.5246
H 0.1034 -2.7841 0.0230
H 2.1555 -0.8000 -0.2437
H 0.5125 -0.3182 2.1341
H 0.0521 2.4648 0.3923
H 1.6640 1.9330 1.1848
O -1.8855 1.0670 -0.2458
O 1.3556 -0.6208 1.6603
*
```

Results
HOMO level: -0.3427 Ha
SMILES: C=C1[C@H](O)C=C[C@@H]1O
LUMO level: 0.7 eV

Which charges does Löwdin predict for the atoms? In e, they are: C -0.309; C -0.049; C 0.001; C -0.380; C -0.257; C 0.108; H 0.158; H 0.194; H 0.111; H 0.139; H 0.178; H 0.145; H 0.051; H 0.093; O -0.132; O -0.052

Run c
# C6H8O2

An isolated molecule of C6H8O2 (the ωB97M-V functional and the def2-TZVPD basis, the Open Molecules 2025 dataset).

Geometry as ORCA input:
```
! RIJCOSX wB97M-V def2-TZVPD def2/J DEFGRID3
* xyz 0 1
C 0.0425 0.7178 0.0407
C 0.8820 -1.3011 0.2285
C 0.8583 -0.2383 -0.8689
C -2.1955 -0.3320 -0.2984
C -1.3868 0.5058 0.3992
C 1.2219 0.0619 0.8462
H 1.1490 2.2375 -0.4084
H -0.0739 -1.8328 0.4300
H 1.7543 -1.9842 0.1310
H 0.7387 -0.3271 -1.9412
H -1.8417 -0.9063 -1.1517
H -3.2421 -0.5101 -0.0263
H -1.7518 1.0943 1.2442
H 1.5434 0.3642 1.8420
O 0.2057 2.0891 -0.1830
O 2.0960 0.3612 -0.2838
*
```

Results
HOMO level: -0.3526 Ha
LUMO level: 1.0 eV

Which charges does Löwdin predict for the atoms? In e, they are: C -0.433; C -0.027; C -0.177; C 0.036; C -0.069; C -0.182; H 0.114; H 0.115; H 0.124; H 0.149; H 0.063; H 0.059; H 0.116; H 0.152; O 0.015; O -0.056

Run d
# C6H8O2

A structure of composition C6H8O2 (the ωB97M-V functional and the def2-TZVPD basis, the Open Molecules 2025 dataset).

Geometry as ORCA input:
```
! RIJCOSX wB97M-V def2-TZVPD def2/J DEFGRID3
* xyz 0 1
C -1.1186 -0.3015 0.3117
C -0.5089 1.0303 0.1696
C 0.8479 1.2328 -0.3051
C 1.6631 0.2504 -0.4012
C 1.3883 -1.0950 0.3624
C -0.1088 -0.9200 -0.2259
H -2.6272 -1.4133 -0.0425
H -1.1343 -0.4867 1.3644
H -0.5308 1.5736 1.1571
H -1.1593 1.5874 -0.7156
H 1.1608 2.3239 -0.4760
H 2.7427 0.3948 -0.7072
H 1.1450 -1.1778 1.5232
H -0.1500 -0.4012 -1.1769
O -2.3367 -0.4908 -0.4779
O 0.7269 -2.1070 -0.3600
*
```

Results
HOMO level: -0.3224 Ha
LUMO level: 0.7 eV

Which charges does Löwdin predict for the atoms? In e, they are: C -0.445; C -0.143; C -0.158; C -0.097; C -0.101; C -0.331; H 0.173; H 0.157; H 0.152; H 0.200; H 0.152; H 0.121; H 0.186; H 0.150; O -0.021; O 0.006

Most stable structure - run b; separation to the second - 0.0163 hartree.